No. 1
This record from the OMol25 dataset describes an isolated molecule of C8H16O2. The level of theory is the ωB97M-V functional and the def2-TZVPD basis.

The total energy is -464.928329 hartree. The lowest unoccupied orbital energy comes out at 0.79 eV. For the energy relative to the best compared isomer or geometry (same formula, charge and spin), the calculation gives 0.9 kcal/mol. As for the structure (SMILES): CCCCCCCC(=O)O.

Structure (ORCA input):
```
! wB97M-V def2-TZVPD RIJCOSX def2/J DEFGRID3
* xyz 0 1
H -2.851 -0.076 1.752
C -0.788 -0.243 -0.248
H -1.286 1.813 0.135
C 2.326 -0.394 -0.006
H 2.048 1.215 -1.355
H -3.617 -1.548 1.151
H 0.903 2.719 0.403
H -4.579 -0.095 1.425
H 0.020 -0.803 -0.722
H -3.314 1.069 -0.397
C -3.361 -0.020 -0.354
C 2.081 1.068 -0.274
H -2.183 -1.710 -0.945
H -4.207 -0.331 -0.973
C -2.090 -0.621 -0.957
H -0.408 1.550 -1.372
C -3.614 -0.462 1.082
O 2.182 -0.713 1.288
C 0.822 1.630 0.394
H -2.021 -0.311 -2.002
H 2.371 -1.655 1.421
H 0.786 1.288 1.429
H 2.955 1.595 0.117
C -0.472 1.248 -0.323
H -0.833 -0.552 0.798
O 2.666 -1.204 -0.828
*
```

Atom charges from the Mulliken analysis, given in e for atoms 1 to 5: 0.283, -0.145, 0.268, 0.405, 0.245

=====

No. 2
This record from the OMol25 dataset describes a structure of composition C66H135F12N5O11P2S4. The level of theory is the ωB97M-V functional and the def2-TZVPD basis.

The total energy is -7169.754969 hartree. The lowest unoccupied orbital energy comes out at -7.72 eV. For the energy relative to the best compared isomer or geometry (same formula, charge and spin), the calculation gives 208.5 kcal/mol.

Structure (ORCA input):
```
! wB97M-V def2-TZVPD RIJCOSX def2/J DEFGRID3
* xyz 2 1
O 3.400 -3.438 -8.591
H 1.954 6.143 -10.657
C 0.378 -9.073 -0.087
H -0.305 0.889 14.358
C -0.999 2.085 -10.369
C 1.787 1.850 -11.763
H 1.856 -6.957 4.211
F -5.979 -8.016 6.054
H 0.711 0.740 12.149
C -1.571 -7.467 0.663
C 3.079 6.918 -12.303
C -1.909 0.258 12.997
N 1.895 -1.848 -7.406
H 0.622 -1.287 9.278
H 2.198 -0.967 11.428
H 1.782 5.814 -7.111
H -2.930 1.382 6.749
O -1.226 -8.786 8.643
C 1.329 0.241 -15.321
C -1.145 0.195 14.386
H 4.978 -3.220 9.117
H 7.735 2.370 0.969
H 0.593 5.648 -4.926
H -1.740 2.766 -9.951
H -1.482 3.435 6.844
H -5.500 1.218 -2.482
H -1.715 -6.514 1.172
H 0.553 5.507 -8.880
C 0.565 -6.723 -0.478
O 2.538 -4.417 -6.618
H -9.753 -0.005 -4.217
F 2.965 -0.917 -3.880
O -3.895 -5.909 5.771
H -0.491 0.953 0.768
C 1.052 0.561 2.315
C -1.633 1.307 -11.502
H 1.551 3.079 8.506
H 5.312 5.834 0.240
H 3.955 6.508 -11.800
H 2.635 1.854 8.980
H 0.152 -8.218 2.767
H -1.789 1.974 -12.350
H 2.511 -8.175 1.510
H 1.456 3.751 11.019
H 9.242 4.253 3.744
C -1.009 1.251 8.641
H 0.244 0.310 -15.251
C 5.923 5.826 2.375
C 7.461 3.613 2.730
C -7.338 4.035 -3.790
H -10.209 1.467 -0.774
C -8.794 0.797 -2.280
S 2.256 -3.454 -7.712
H -4.174 2.317 7.508
C -5.631 2.108 -3.097
C 1.274 5.079 -12.528
O -3.548 -8.091 9.411
N 6.468 4.693 3.217
H -1.676 0.409 8.826
C 1.443 -0.572 9.331
H -8.551 0.188 -0.265
H -0.414 6.095 -6.205
H 1.450 2.609 -13.819
H 1.643 -6.628 -0.605
H 2.326 4.057 -9.787
H -3.692 1.771 -11.145
H 3.533 -2.918 11.038
O 1.545 1.151 3.507
C 1.263 4.865 -6.974
H 1.454 -9.183 0.051
H -0.648 -1.068 11.931
H -0.170 -10.941 -0.147
N -0.059 -7.704 0.557
C 2.041 -7.477 2.203
C 4.661 6.434 3.071
H -5.134 2.818 -2.435
H -6.749 -0.139 -4.080
O -3.506 -5.594 8.095
C 6.975 6.913 2.298
H -2.235 -10.710 1.438
O 6.529 5.028 4.576
C 2.285 3.170 10.614
H 1.834 2.747 -8.758
H -0.586 4.970 -11.411
H 1.690 0.983 -16.033
H 0.059 -5.795 -0.212
H -8.868 -1.027 -3.521
C 8.930 4.072 2.716
H -0.720 1.076 7.605
H 1.126 5.505 -13.521
C 7.371 2.304 3.561
C 1.780 6.331 -11.716
H 2.223 -8.638 3.988
O 0.613 -2.782 -5.430
C 2.491 -7.638 3.645
C -7.118 2.499 -3.433
F 0.998 -3.480 -10.022
F -6.611 -6.301 7.260
F -5.887 -8.014 8.243
H 1.605 -0.783 -15.570
H 2.536 2.425 11.369
H 7.910 6.502 1.916
H 0.426 2.243 1.063
H -5.073 2.060 -4.032
C 6.666 4.298 0.380
C -0.029 1.432 1.632
H 2.420 -6.480 1.981
H -0.458 3.854 -12.750
C 0.539 -7.540 2.006
H 6.135 3.911 -0.490
H 0.270 -6.983 -1.494
C -2.261 3.243 7.582
H -2.981 -0.877 -12.265
H -1.797 -0.122 10.904
C 0.616 4.533 -8.394
H -7.838 -0.307 -5.430
C -1.928 -9.971 0.698
H -3.527 2.780 5.856
H -8.331 4.201 -4.206
H -10.480 2.125 -2.374
O 0.738 -0.407 -5.925
C -1.552 2.616 8.849
C -3.307 2.399 6.853
H 2.160 4.453 -12.637
H 1.236 -1.415 3.173
S -3.914 -6.525 7.083
H 2.679 2.475 -11.790
H -0.788 1.822 2.310
C 0.511 -0.776 2.670
H -1.104 0.415 -11.838
C -2.239 -8.596 1.363
C 3.473 4.116 10.378
H 1.032 7.124 -11.739
H 3.129 7.970 -12.021
F -2.598 -10.989 7.097
H 4.951 6.722 4.081
H 3.137 0.736 -14.062
H 6.146 2.523 1.230
H 6.338 1.956 3.549
H -2.293 1.274 12.911
H -8.547 -1.143 -1.316
H -0.759 3.212 9.301
H 3.999 -1.813 8.330
H 1.843 0.323 1.604
C -3.698 -0.063 -12.155
H -3.159 0.562 -10.095
H -0.793 1.363 -9.578
S -2.668 -8.578 8.357
C -10.168 1.230 -1.837
H 0.059 -6.629 2.362
H 0.255 1.588 -13.410
H 8.009 1.498 3.198
H -0.809 -0.842 14.390
H -7.076 -0.204 -1.294
H -2.480 -10.221 -0.207
H 4.152 7.289 2.626
F -0.411 -3.556 -8.366
H 0.127 -10.480 1.507
C -3.069 0.877 -11.134
H 0.078 -9.122 -1.134
C 0.233 5.278 -5.886
H -10.807 0.418 -2.185
C -3.292 -10.457 8.128
H 4.590 4.535 1.072
H -0.336 4.048 -8.177
S 1.397 -1.698 -5.964
C -7.537 1.723 -4.696
F 3.623 -2.765 -4.723
H 9.143 4.960 2.120
H 3.240 4.609 9.434
H -2.014 -8.699 2.425
C -8.161 -0.127 -1.233
C 3.526 5.169 11.426
H 3.076 6.815 -13.388
H 2.447 -3.149 9.744
C 1.325 1.700 -13.231
H -8.380 2.205 -5.192
H 7.687 2.330 4.604
F 0.665 -5.435 -9.047
C 3.163 -2.428 10.137
H -2.694 -0.491 13.101
C 3.084 -1.570 -5.019
H -2.669 4.176 7.970
C 5.521 5.099 1.017
H 3.910 5.689 3.334
H 7.009 7.413 3.265
H -6.641 4.516 -4.476
H 0.205 -1.179 1.704
O -7.889 2.637 -0.997
C -7.653 0.274 -4.527
H 3.375 4.733 12.413
F 4.038 -0.856 -5.775
H 3.543 -7.374 3.750
H 4.541 5.565 11.449
C -5.763 -7.280 7.160
P 0.519 1.012 9.649
H 5.100 -1.704 9.640
H 1.870 -0.419 8.340
H 7.519 4.933 0.137
H -1.824 0.435 15.204
C 7.043 3.134 1.325
C -1.084 -0.090 11.727
F -4.567 -10.515 7.868
H -3.324 -8.489 1.353
H -2.016 -7.499 -0.331
H -0.500 4.480 -5.769
F -3.099 -11.026 9.291
H -6.853 2.055 -5.477
C 2.495 -0.994 10.379
H -0.375 1.993 11.615
H 2.640 5.778 11.247
C 0.723 -4.068 -8.851
H 3.221 -0.181 10.381
C 1.788 2.431 9.349
N -3.021 -8.016 6.971
H 6.661 7.761 1.689
H 2.040 4.270 -6.495
H -3.680 0.202 -13.212
H -0.419 -0.739 3.237
H -2.189 2.484 9.723
C -0.040 0.979 11.396
H 4.469 3.681 10.455
H -7.327 4.694 -2.922
P 0.582 2.878 -10.816
C 1.451 3.581 -9.345
H -4.645 -0.385 -11.723
H 2.034 -0.349 -13.353
C 0.096 4.286 -11.916
H 9.573 3.304 2.285
N -7.965 2.043 -2.237
C 4.329 -2.350 9.220
C -0.398 -10.181 0.600
H 2.095 0.938 -11.251
C -8.820 0.053 -3.656
C 2.067 0.560 -13.953
*
```

Atom charges from the Mulliken analysis, given in e for atoms 1 to 5: -0.646, -0.006, -0.771, 0.272, -1.038

=====

No. 3
This record from the OMol25 dataset describes a cluster of 7 separate species, C14H42O14 in total. The level of theory is the ωB97M-V functional and the def2-TZVPD basis.

The total energy is -1611.843835 hartree. The lowest unoccupied orbital energy comes out at -0.06 eV. For the energy relative to the best compared isomer or geometry (same formula, charge and spin), the calculation gives 13.6 kcal/mol. As for the structure (SMILES): OCCO.OCCO.OCCO.OCCO.OCCO.OCCO.OCCO.

Structure (ORCA input):
```
! wB97M-V def2-TZVPD RIJCOSX def2/J DEFGRID3
* xyz 0 1
H 1.338 1.786 1.517
O -0.971 0.858 1.335
O -1.724 1.432 4.352
H -2.934 -1.150 -2.928
H 0.261 3.858 5.570
H 3.396 -1.732 -3.310
C -4.440 -2.801 0.438
H 1.257 0.801 -0.600
H -4.655 -0.932 1.537
H -3.732 -3.262 1.130
H -1.529 1.643 3.424
H 2.116 5.957 -2.545
H 2.817 -0.995 -1.826
O 1.942 0.468 0.009
O -0.132 1.592 -2.156
H -0.989 1.912 6.205
H 1.565 3.511 -1.214
O 0.211 -3.919 -2.290
C 3.429 -1.834 -2.212
C -4.308 -1.294 0.569
O -2.294 -1.387 -2.246
H 0.802 4.644 0.706
C -0.353 3.375 4.794
H 0.192 1.301 5.020
C -0.032 -4.321 0.074
H -0.350 -0.954 -1.684
C 1.479 0.702 1.348
H -5.011 -0.851 -0.172
H -2.627 -1.068 -0.520
O 5.770 -2.461 -2.287
O 0.259 3.486 3.482
H 1.682 -5.291 0.141
H 5.069 -0.607 -1.907
H -0.061 6.494 0.057
H -4.426 -2.528 -1.461
C -0.682 1.952 5.162
O -2.992 -0.835 0.375
H -1.452 -3.399 -1.169
H -1.772 0.304 1.427
H 4.787 -1.727 -0.581
H 1.985 -3.199 -2.096
C -1.358 0.907 -2.368
H -1.305 -5.081 -1.480
O 0.893 6.537 -0.029
H 2.215 0.357 2.069
C -0.704 -4.204 -1.222
H -5.448 -3.153 0.677
O 2.439 5.124 -2.190
H -0.713 -4.369 0.922
C 0.170 0.037 1.655
H 0.439 4.752 -1.846
H 0.088 -0.189 2.738
H 0.098 -0.959 1.190
C 1.409 4.578 -1.368
H 5.594 -3.376 -2.047
H -1.280 3.960 4.732
H -2.106 1.169 -1.624
H -0.218 -4.173 -3.109
H -0.621 -0.837 -3.352
O -4.089 -3.221 -0.884
H 0.620 -3.453 0.227
H 2.432 5.280 0.375
C -1.113 -0.614 -2.388
H 1.215 3.525 3.581
H 0.298 1.807 -2.987
O 0.749 -5.516 0.108
H -1.749 1.128 -3.373
C 1.415 5.216 -0.003
O 2.908 -3.106 -1.797
C 4.830 -1.651 -1.670
*
```

Atom charges from the Mulliken analysis, given in e for atoms 1 to 5: 0.090, -0.639, -0.526, 0.246, 0.387

=====

No. 4
This record from the OMol25 dataset describes a structure of composition C22H32N4O2S. The level of theory is the ωB97M-V functional and the def2-TZVPD basis.

The total energy is -1624.453790 hartree. The lowest unoccupied orbital energy comes out at -0.66 eV. For the energy relative to the best compared isomer or geometry (same formula, charge and spin), the calculation gives 522.1 kcal/mol.

Structure (ORCA input):
```
! wB97M-V def2-TZVPD RIJCOSX def2/J DEFGRID3
* xyz 0 1
H -0.694 -4.462 0.585
C 2.575 0.533 -1.122
O 1.686 1.849 -2.929
C -1.026 -1.030 -2.994
H 1.162 -3.095 0.020
N 0.789 -1.874 1.793
C 0.584 -3.117 1.289
C 1.385 1.758 -1.744
C 1.333 -0.603 0.827
H -1.142 -3.704 2.039
C 0.375 -0.125 4.870
H 1.568 5.673 0.256
N -1.109 -2.315 -1.013
H 1.333 5.165 -1.535
H 1.328 2.810 2.452
C 1.358 4.883 -0.438
C 0.908 2.169 3.201
H 2.253 4.144 -0.223
H -0.105 3.493 -2.136
H -1.671 -0.348 -0.963
C -1.780 -1.267 -1.749
H -2.099 1.786 -1.651
H 0.433 -2.963 -2.997
C -1.787 2.734 -1.100
S 1.785 -1.075 -0.579
H -0.169 -4.223 -3.911
C 0.323 1.412 5.359
H -2.139 -2.453 -4.050
C -0.902 -2.112 -3.969
C -0.487 -3.786 1.161
H 3.218 0.287 -1.982
C -1.563 -2.832 0.294
C 0.666 -1.628 3.114
N 0.648 2.213 -0.864
C 0.002 4.301 -0.392
C -0.087 3.280 -1.301
H -2.779 -1.389 -1.906
H -1.578 -1.720 0.872
H -2.150 -4.076 -2.064
H 0.174 -0.894 5.585
H -0.527 -1.902 -4.852
H -1.836 -0.049 -3.309
C 0.513 -0.271 3.637
C 0.685 2.485 4.352
H -0.661 5.159 -0.574
H 0.139 1.586 6.528
H -2.514 3.500 -1.359
H -2.600 -3.128 0.010
N 1.213 0.417 1.409
C 1.096 0.759 2.671
H -0.168 3.916 0.691
H 1.239 -3.744 1.750
H -1.783 2.397 -0.009
H -0.527 -4.323 -1.438
H 2.935 0.799 -0.120
H 0.793 1.593 -0.049
H -0.207 -0.527 -2.953
H 0.802 3.314 4.815
C -1.008 -3.459 -1.987
O 0.163 -2.603 3.932
C -0.366 -3.321 -3.255
*
```

Atom charges from the Mulliken analysis, given in e for atoms 1 to 5: 1.114, -1.162, -0.704, -0.134, 0.201

=====

No. 5
This record from the OMol25 dataset describes the ion C5H12N with charge +1. The level of theory is the ωB97M-V functional and the def2-TZVPD basis.

The total energy is -252.181387 hartree. The lowest unoccupied orbital energy comes out at -3.66 eV. For the energy relative to the best compared isomer or geometry (same formula, charge and spin), the calculation gives 31.2 kcal/mol. As for the structure (SMILES): C=C(C)CC[NH3+].

Structure (ORCA input):
```
! wB97M-V def2-TZVPD RIJCOSX def2/J DEFGRID3
* xyz 1 1
H 1.754 -0.678 0.271
H 2.219 0.869 -0.125
C -1.715 -1.103 0.512
N 1.926 -0.035 -0.505
H -0.273 1.824 -0.716
H -0.013 -0.209 2.505
C -0.152 0.532 1.707
H 0.994 0.312 -2.372
H 0.474 -1.082 -1.536
H 2.777 -0.331 -0.991
H 0.306 1.507 1.827
C 0.724 -0.035 -1.371
H -1.292 0.521 -1.359
H -2.667 -0.746 0.129
H -1.941 -1.538 1.481
C -0.809 0.104 0.615
C -0.427 0.747 -0.729
H -1.230 -1.913 -0.037
*
```

Atom charges from the Mulliken analysis, given in e for atoms 1 to 5: 0.397, 0.334, -1.269, -0.274, 0.383

=====

No. 6
This record from the OMol25 dataset describes a cluster of 2 separate species, CH5NSi2 in total. The level of theory is the ωB97M-V functional and the def2-TZVPD basis.

The total energy is -674.689193 hartree. The lowest unoccupied orbital energy comes out at -1.42 eV. For the energy relative to the best compared isomer or geometry (same formula, charge and spin), the calculation gives 57.2 kcal/mol.

Structure (ORCA input):
```
! wB97M-V def2-TZVPD RIJCOSX def2/J DEFGRID3
* xyz 0 1
N -2.077 -1.104 1.141
Si 1.726 -0.710 0.160
H -1.576 2.417 -0.010
H 2.867 -0.884 -0.884
H 2.261 0.155 1.090
C -1.801 -0.145 0.532
H 0.927 -1.866 0.149
Si -0.969 1.199 -0.451
H -1.359 0.937 -1.729
*
```

Atom charges from the Mulliken analysis, given in e for atoms 1 to 5: -0.406, 0.339, -0.081, -0.059, -0.050